(1)
DFT (ωB97M-V/def2-TZVPD) results for the ion C6H10N with charge +1 in a non-equilibrium geometry.

```
17
Properties=species:S:1:pos:R:3:forces:R:3
C -0.9875 -0.4268 -0.1190 -4.08 1.68 0.70
C -2.2209 -0.2060 -0.1080 3.72 -0.82 0.08
C 0.3034 -0.7855 0.2565 0.89 -0.23 -1.79
C -3.6358 -0.0165 0.1227 -0.20 -0.26 0.22
C 2.6783 -0.7577 -0.0452 2.49 4.91 -0.64
C 1.3145 1.3444 -0.2556 -0.76 0.22 0.39
N 1.4211 -0.0943 -0.0201 -3.67 -1.82 1.33
H 0.2355 -1.8533 0.5679 1.37 0.76 -0.07
H -4.2681 -0.8324 -0.2829 0.52 0.31 0.40
H -3.6825 0.0273 1.2279 -0.37 -0.23 -0.37
H -4.0228 0.9247 -0.2409 0.10 0.28 -0.25
H 2.7125 -1.7446 0.1475 -0.48 -3.26 0.89
H 3.2547 -0.1442 0.6747 0.44 -0.90 -0.19
H 3.1785 -0.5686 -1.0319 -0.61 -0.18 0.66
H 1.5408 2.0399 0.5803 0.51 -1.08 -0.01
H 0.2461 1.5047 -0.3779 0.10 0.33 -0.77
H 1.9321 1.5890 -1.0959 0.02 0.31 -0.58
```
Positions in Å, forces in eV/Å.

For the gap between HOMO and LUMO, the calculation gives 8.9 eV. For the LUMO energy, the calculation gives -5.3 eV. Its SMILES is CC#CC=[N+](C)C. As for the charge: +1. The value obtained for the energy above the lowest of the compared OMol25 structures with the same formula, charge and spin is 38.88 kcal per mole. As for the HOMO energy: -14.23 eV.


(2)
DFT (ωB97M-V/def2-TZVPD) results for the ion C6H10N with charge +1 in a non-equilibrium geometry.

```
17
Properties=species:S:1:pos:R:3:forces:R:3
C -0.2684 0.7838 0.6602 0.08 -2.95 -0.95
C -1.3304 0.0956 0.2445 4.17 0.13 1.44
C 1.0639 1.3525 0.3099 0.95 1.66 -1.75
C 1.7208 0.1370 -0.5373 -0.48 2.43 3.38
C -0.0345 -0.7429 0.8856 -3.46 1.67 -0.68
C -2.6567 -0.0543 -0.3549 -0.32 1.86 0.73
N 1.0645 -1.1208 -0.0758 0.51 1.25 0.72
H 1.1553 2.2511 -0.4783 -0.64 -1.66 2.16
H 1.6168 1.5982 1.2375 -0.15 -0.14 -0.67
H 1.4126 0.3679 -1.4899 -0.57 -0.14 -2.37
H 2.7811 0.1989 -0.4567 0.76 -0.56 0.13
H 0.0460 -1.3661 1.8132 -0.42 1.03 -0.87
H -2.9493 -0.9910 -0.0501 -1.17 -2.31 0.27
H -2.8227 0.0841 -1.4194 0.58 0.10 -0.10
H -3.3299 0.6484 0.1856 0.41 -0.26 -0.41
H 0.9011 -1.5156 -0.9636 -1.18 -1.68 -0.88
H 1.6300 -1.7266 0.4895 0.92 -0.43 -0.14
```
Positions in Å, forces in eV/Å.

For the gap between HOMO and LUMO, the calculation gives 10.5 eV. For the LUMO energy, the calculation gives -3.2 eV. Its SMILES is CC1=C2CC[NH2+][C@H]12. As for the charge: +1. The value obtained for the energy above the lowest of the compared OMol25 structures with the same formula, charge and spin is 64.57 kcal per mole. As for the HOMO energy: -13.71 eV.


(3)
DFT (ωB97M-V/def2-TZVPD) results for the ion C6H10N with charge +1 in a non-equilibrium geometry.

```
17
Properties=species:S:1:pos:R:3:forces:R:3
C -0.6545 -0.0109 -0.0065 0.55 -0.11 0.05
C -1.9658 -0.0791 0.2329 2.86 0.49 -0.54
C 0.2448 1.0000 -0.7930 -0.33 0.44 -0.29
C -3.2309 -0.1373 0.4689 -0.45 -0.04 0.08
C 0.3667 -1.0613 0.4162 -0.98 -0.56 0.09
C 1.7902 0.6003 -0.6604 -2.67 0.02 -0.03
N 1.6847 -0.3431 0.5051 0.41 -0.13 0.46
H -0.0466 1.0035 -1.8433 0.11 0.09 0.02
H 0.0850 2.0073 -0.4086 0.06 0.01 -0.07
H -3.6732 0.3132 1.3437 0.04 0.12 0.17
H -3.9038 -0.6434 -0.2029 -0.09 -0.14 -0.20
H 0.1373 -1.5434 1.3660 0.16 0.01 -0.03
H 0.4559 -1.8271 -0.3603 0.21 0.06 0.10
H 2.4269 1.4482 -0.4354 0.08 -0.09 0.11
H 2.1328 0.0688 -1.5453 0.07 -0.11 0.20
H 1.6863 0.2119 1.3702 0.10 -0.21 -0.18
H 2.4642 -1.0074 0.5528 -0.13 0.17 0.07
```
Positions in Å, forces in eV/Å.

For the gap between HOMO and LUMO, the calculation gives 10.0 eV. For the LUMO energy, the calculation gives -3.4 eV. Its SMILES is C=C=C1CC[NH2+]C1. As for the charge: +1. The value obtained for the energy above the lowest of the compared OMol25 structures with the same formula, charge and spin is 13.24 kcal per mole. As for the HOMO energy: -13.39 eV.


(4)
DFT (ωB97M-V/def2-TZVPD) results for the ion C6H10N with charge +1 in a non-equilibrium geometry.

```
17
Properties=species:S:1:pos:R:3:forces:R:3
C -0.7430 -0.2255 0.6373 2.24 2.14 0.03
C 0.1811 -0.8861 -0.2968 -1.27 0.88 -1.43
C -1.3122 2.2395 -0.1727 -2.06 -0.11 -3.89
C -1.0785 1.1477 0.8228 0.06 -3.29 0.72
C 0.0016 2.2627 0.3453 1.62 0.77 1.45
C 1.5680 -2.7883 -0.6520 -1.36 -2.06 0.57
N 0.7986 -1.8687 0.1826 0.08 -1.88 0.27
H -0.8438 -0.8721 1.4776 -0.71 -0.36 0.74
H 0.1755 -0.5703 -1.3551 0.29 -0.09 0.26
H -1.4410 1.7711 -1.2273 0.03 1.27 1.80
H -2.1262 2.9548 0.1666 1.37 -0.88 -0.59
H -1.5617 1.2436 1.7597 -0.26 0.65 0.77
H 0.1258 2.9867 1.1800 0.27 -0.79 -0.53
H 0.9071 -3.3920 -1.3459 0.12 0.88 0.87
H 2.2296 -2.3268 -1.2788 1.75 1.66 -1.70
H 2.1550 -3.5737 -0.1341 -0.64 0.83 0.46
H 0.9641 1.8976 -0.1094 -1.50 0.34 0.20
```
Positions in Å, forces in eV/Å.

For the gap between HOMO and LUMO, the calculation gives 8.0 eV. For the LUMO energy, the calculation gives -6.5 eV. As for the charge: +1. The value obtained for the energy above the lowest of the compared OMol25 structures with the same formula, charge and spin is 66.11 kcal per mole. As for the HOMO energy: -14.55 eV.


(5)
DFT (ωB97M-V/def2-TZVPD) results for an isolated molecule of C6H10N2 in a non-equilibrium geometry.

```
18
Properties=species:S:1:pos:R:3:forces:R:3
C 1.4371 -0.7385 1.3008 -1.44 -1.68 -2.87
C 2.4298 -0.5183 2.0913 1.00 2.31 2.74
C -0.2183 1.2726 -0.3043 -2.03 -0.87 -1.31
C -0.8049 0.0844 -0.5797 4.31 1.59 1.04
C -1.0029 2.5330 -0.4090 0.74 1.54 -0.83
C -0.7248 -2.1897 -1.0934 -2.46 -2.18 -1.06
N 0.7213 -1.3890 0.5259 0.86 -0.44 0.84
N -0.0948 -1.1220 -0.5118 0.65 3.18 1.54
H 2.1199 -0.0869 3.0806 0.51 -0.65 -0.72
H 3.5005 -0.3443 1.8646 -0.96 -0.47 -0.34
H 0.7930 1.3544 -0.0215 1.08 -0.21 0.20
H -1.7624 -0.0868 -0.8889 -2.57 0.20 -0.84
H -2.0280 2.2717 -0.3990 -1.24 -0.01 0.03
H -0.8644 3.2521 -1.3345 0.23 -1.62 1.68
H -0.7812 3.0989 0.4949 -0.23 0.45 -0.09
H -0.6404 -2.1429 -2.1824 0.21 -0.17 -0.03
H -0.1975 -3.0512 -0.7082 -0.50 -0.65 -0.19
H -1.8819 -2.1976 -0.9254 1.82 -0.33 0.22
```
Positions in Å, forces in eV/Å.

For the gap between HOMO and LUMO, the calculation gives 8.9 eV. For the LUMO energy, the calculation gives 1.0 eV. Its SMILES is C=C=NN(C)/C=C/C. The value obtained for the energy above the lowest of the compared OMol25 structures with the same formula, charge and spin is 100.18 kcal per mole. As for the HOMO energy: -7.85 eV.


(6)
DFT (ωB97M-V/def2-TZVPD) results for an isolated molecule of C6H10N2 in a non-equilibrium geometry.

```
18
Properties=species:S:1:pos:R:3:forces:R:3
C -2.2155 -0.6927 0.0206 -1.29 -0.37 0.25
C 0.6243 -1.5358 -0.1038 1.05 -0.14 -0.27
C 0.0531 -0.0412 -0.0793 0.68 -1.71 1.61
C 1.1499 0.9516 -0.2094 -0.92 0.27 -4.23
C -1.7561 1.7254 0.2407 1.71 -0.26 2.24
C -1.2361 0.3291 0.1384 2.15 -1.01 -0.67
N -3.1332 -1.3805 -0.1162 0.53 0.06 0.07
N 2.0721 -1.9346 0.3224 -1.58 0.75 1.10
H 0.7938 -1.7267 -1.1640 -0.58 -0.08 -0.24
H 0.0002 -2.3644 0.2512 -0.32 0.79 0.13
H 0.7189 1.7981 -0.8309 0.86 -0.61 0.89
H 1.5089 1.2859 0.6819 0.94 1.11 2.62
H 2.0254 0.5627 -0.7924 -0.84 0.18 0.48
H -0.9586 2.4934 0.4325 -1.01 -0.83 0.09
H -2.2359 1.9223 -0.6252 -1.39 1.06 -3.18
H -2.5800 1.7090 0.9437 0.21 0.39 0.70
H 2.5286 -1.6404 1.2033 -1.45 -0.12 -0.04
H 2.6400 -1.4613 -0.3137 1.25 0.54 -1.55
```
Positions in Å, forces in eV/Å.

For the gap between HOMO and LUMO, the calculation gives 10.1 eV. For the LUMO energy, the calculation gives 0.6 eV. Its SMILES is C/C(C#N)=C(\C)CN. The value obtained for the energy above the lowest of the compared OMol25 structures with the same formula, charge and spin is 48.86 kcal per mole. As for the HOMO energy: -9.44 eV.


(7)
DFT (ωB97M-V/def2-TZVPD) results for a structure of composition C6H10N2 in a non-equilibrium geometry.

```
18
Properties=species:S:1:pos:R:3:forces:R:3
C 0.1809 1.6176 0.3038 1.51 0.85 2.78
C -0.6245 0.3991 0.2962 -6.04 -0.20 0.53
C -0.5749 -0.3411 1.6902 1.17 3.41 2.24
C -0.0167 -0.8577 0.4700 4.47 -4.15 -0.69
C 1.3227 -0.8604 -0.3654 -1.37 0.92 -0.75
C 0.4278 -0.7062 -1.7402 0.50 0.67 0.09
H -0.0633 2.4319 1.4253 0.41 -2.24 -4.05
H 0.0909 2.0898 -0.8236 1.19 -0.80 3.23
H 1.1202 0.8749 0.7854 -1.27 4.17 -1.76
H -0.1257 0.4221 2.4474 -0.22 -1.69 -1.42
H -1.1485 -1.0423 2.2156 -1.69 -0.43 0.23
H -0.6575 -1.7684 0.2200 1.00 1.45 -0.10
H 2.1248 -0.0313 -0.0062 -1.86 -1.96 -1.46
H 1.8447 -1.7839 -0.5438 0.22 -0.51 0.58
H 0.8937 -1.0856 -2.7148 -0.95 0.69 1.46
H -2.4281 0.7986 -1.0327 2.96 -2.12 0.07
N -0.8177 -0.2855 -1.7951 2.63 -1.58 -4.44
N -1.5488 0.1286 -0.8322 -2.67 3.52 3.48
```
Positions in Å, forces in eV/Å.

For the gap between HOMO and LUMO, the calculation gives 9.5 eV. For the LUMO energy, the calculation gives 1.0 eV. The value obtained for the energy above the lowest of the compared OMol25 structures with the same formula, charge and spin is 188.32 kcal per mole. As for the HOMO energy: -8.51 eV.


(8)
DFT (ωB97M-V/def2-TZVPD) results for an isolated molecule of C6H10N2 in a non-equilibrium geometry.

```
18
Properties=species:S:1:pos:R:3:forces:R:3
C -1.1390 0.5232 1.2854 0.60 -0.63 -2.11
C -0.7103 -0.1576 -0.1922 -0.33 2.37 0.45
C -0.1505 0.9520 -0.9933 3.44 -0.66 1.30
C 1.4488 0.6496 -0.3408 -0.55 5.63 1.26
C 1.9214 -0.5350 0.4728 1.02 -4.66 -1.94
C -1.4048 -1.3931 -0.5935 -1.56 -1.06 4.87
H -2.1533 1.0813 1.0222 2.30 -1.04 1.16
H -0.2538 1.1304 1.7639 -2.04 -0.81 -1.27
H -1.2190 -0.3975 1.8646 -0.71 0.42 0.56
H -0.0585 1.0384 -2.0634 -0.11 -1.17 -0.51
H -0.5780 1.8970 -0.7293 0.19 0.68 0.74
H 2.0955 0.8253 -1.1450 1.11 -0.59 -1.62
H 1.7180 1.6736 0.1739 -0.60 -1.90 -0.21
H 3.1473 -0.8195 0.7190 -3.84 1.47 -0.66
H -1.6562 -1.9119 -1.4534 -0.48 -0.03 -2.11
H -2.2752 -1.5159 0.2652 2.16 -0.76 -1.75
N 1.2520 -1.7002 0.2000 0.03 3.04 1.87
N 0.0155 -1.3402 -0.2560 -0.64 -0.30 -0.04
```
Positions in Å, forces in eV/Å.

For the gap between HOMO and LUMO, the calculation gives 8.8 eV. For the LUMO energy, the calculation gives 0.9 eV. Its SMILES is C[C@@]12CCC=NN1C2. The value obtained for the energy above the lowest of the compared OMol25 structures with the same formula, charge and spin is 166.24 kcal per mole. As for the HOMO energy: -7.83 eV.


Number 1: calculated total energy -289.021002 Eh. Number 2: calculated total energy -288.980071 Eh. Number 3: calculated total energy -289.061874 Eh. Number 4: calculated total energy -288.977618 Eh. Number 5: calculated total energy -343.977070 Eh. Number 6: calculated total energy -344.058848 Eh. Number 7: calculated total energy -343.836608 Eh. Number 8: calculated total energy -343.871800 Eh.